This record from the OMol25 dataset describes C5H8N2 in the gas phase. The level of theory is the ωB97M-V functional and the def2-TZVPD basis.

Each line ends with the natural charge from an NBO analysis.
Element x y z (Å)
C (-1.290806, 0.604632, 1.277747)  -0.615
C (-0.818997, -0.208367, 0.074542)  -0.398
C (0.721877, -0.880196, -2.531954)  -0.057
N (1.157205, -0.228356, -1.481937)  -0.552
C (0.719373, -0.354725, -0.065551)  -0.175
C (1.471975, 0.627831, 0.730672)  0.260
N (2.093645, 1.397864, 1.330105)  -0.290
H (-0.951664, 1.643242, 1.211921)  0.219
H (-2.384490, 0.612492, 1.308576)  0.224
H (-0.928218, 0.194360, 2.225593)  0.213
H (-1.250722, -1.213313, 0.108740)  0.218
H (-1.184963, 0.258952, -0.844288)  0.224
H (-0.059458, -1.576975, -2.153378)  0.086
H (1.887167, 0.461430, -1.630127)  0.396
H (1.034108, -1.343418, 0.288130)  0.245

Forces on the atoms, in the same order (eV/Å):
C -0.013 0.034 0.068
C -0.087 -0.007 -0.047
C -0.012 0.055 0.620
N 0.075 -0.031 -0.492
C -0.065 -0.108 0.029
C 0.576 0.736 0.538
N -0.662 -0.788 -0.631
H -0.025 -0.158 0.021
H 0.160 -0.024 0.008
H -0.041 0.023 -0.128
H 0.060 0.156 -0.015
H 0.060 -0.041 0.100
H 0.070 0.064 -0.107
H -0.040 -0.057 0.045
H -0.057 0.146 -0.008

This record from the OMol25 dataset describes C5H8N2 in the gas phase. The level of theory is the ωB97M-V functional and the def2-TZVPD basis.

Each line ends with the natural charge from an NBO analysis.
Element x y z (Å)
N (2.101876, -0.608756, -0.035725)  -0.809
C (0.726697, -0.285461, 0.285081)  -0.149
C (0.271706, 1.132768, 0.408708)  0.230
N (0.454800, 2.371399, 0.488987)  -0.311
C (-0.239686, -0.827125, -0.742513)  -0.165
C (-0.983696, 1.822420, 0.499463)  -0.335
C (-1.232524, -1.664677, -0.480092)  -0.369
H (2.739886, -0.252972, 0.667775)  0.368
H (2.373423, -0.212695, -0.929384)  0.361
H (0.489285, -0.726285, 1.263898)  0.222
H (-0.148109, -0.374213, -1.731335)  0.200
H (-1.528109, 1.791149, 1.441239)  0.177
H (-1.588798, 1.982227, -0.393474)  0.180
H (-1.939585, -1.955268, -1.250487)  0.205
H (-1.376832, -2.083101, 0.513704)  0.195

Forces on the atoms, in the same order (eV/Å):
N 0.138 0.243 -0.029
C -0.158 -0.083 0.042
C -0.066 0.368 0.108
N 0.173 -0.579 -0.021
C -0.169 -0.240 -0.052
C -0.400 0.075 0.072
C 0.149 0.029 -0.061
H -0.065 0.030 -0.077
H -0.010 0.002 0.068
H -0.016 -0.061 -0.170
H 0.053 -0.219 0.053
H 0.089 0.317 -0.037
H 0.148 0.069 0.153
H 0.092 0.001 0.091
H 0.040 0.049 -0.139

This record from the OMol25 dataset describes C5H8N2 in the gas phase. The level of theory is the ωB97M-V functional and the def2-TZVPD basis.

Each line ends with the natural charge from an NBO analysis.
Element x y z (Å)
C (0.950076, -1.604386, -2.184665)  -0.624
C (0.132624, -0.780046, -0.072938)  0.192
C (0.258155, -1.806605, -0.861193)  -0.281
N (-1.796116, 0.415390, 1.678329)  -0.684
C (-0.766543, 1.065848, 1.290572)  0.414
N (-0.444303, 2.381284, 1.598413)  -0.824
C (0.311895, 0.322125, 0.609706)  -0.391
H (0.488982, -0.832567, -2.807462)  0.224
H (1.965051, -1.264721, -1.947419)  0.214
H (1.036409, -2.532445, -2.748647)  0.216
H (0.062187, -2.806559, -0.488588)  0.232
H (-2.438887, 1.015199, 2.197104)  0.322
H (0.087469, 2.883813, 0.901543)  0.384
H (-1.185940, 2.927935, 2.010305)  0.380
H (1.338942, 0.615736, 0.824939)  0.227

Forces on the atoms, in the same order (eV/Å):
C 0.068 0.013 -0.353
C 0.172 0.041 -0.007
C 0.138 0.230 0.233
N 0.087 0.347 0.020
C -0.164 -0.168 0.067
N -0.123 0.112 -0.090
C 0.027 -0.195 0.117
H -0.037 -0.182 0.075
H -0.092 -0.094 -0.258
H -0.135 0.066 -0.052
H 0.172 0.036 0.036
H -0.029 0.029 -0.117
H -0.026 -0.081 0.120
H 0.040 -0.021 -0.075
H -0.098 -0.132 0.282

This record from the OMol25 dataset describes 2 unconnected molecules or ions with the total composition C5H8N2. The level of theory is the ωB97M-V functional and the def2-TZVPD basis.

Each line ends with the natural charge from an NBO analysis.
Element x y z (Å)
C (-2.363477, 0.408339, 0.006216)  0.232
C (0.525285, 1.909707, 0.430838)  -0.232
C (1.270725, 0.654344, 0.663692)  -0.123
C (-1.054260, -1.670655, 0.562304)  -0.624
C (-1.118415, -0.173368, 0.274115)  -0.054
N (-3.434261, 0.869243, 0.040504)  -0.325
N (0.025253, 0.520901, 0.344996)  -0.156
H (0.131644, 2.498193, 1.286563)  0.177
H (0.456924, 2.646867, -0.346486)  0.202
H (-0.930719, -1.287722, -2.629550)  0.020
H (2.202959, 0.169056, 0.428873)  0.231
H (-1.061598, -2.165868, -0.415495)  0.216
H (-1.795328, -2.129812, 1.210729)  0.237
H (-0.113187, -1.967696, 1.050655)  0.221
H (-1.197665, -1.504148, -2.003375)  -0.024

Forces on the atoms, in the same order (eV/Å):
C -1.299 1.372 1.016
C -0.914 0.746 1.819
C 0.561 0.557 -0.571
C 1.022 -0.057 -0.728
C 1.431 -1.174 0.652
N 1.138 -0.579 -0.614
N -1.819 0.224 -0.071
H 0.387 -0.832 0.177
H 0.382 -0.755 -1.560
H 0.397 0.327 -1.022
H -0.203 -0.202 0.211
H -0.096 -0.477 0.524
H -0.604 0.606 -0.160
H 0.022 0.482 -0.284
H -0.404 -0.238 0.609

This record from the OMol25 dataset describes C5H8N2 in the gas phase. The level of theory is the ωB97M-V functional and the def2-TZVPD basis.

Each line ends with the natural charge from an NBO analysis.
Element x y z (Å)
C (-2.411988, -0.323060, -0.066995)  -0.403
N (-1.114531, 0.297766, -0.103246)  -0.167
C (-0.054182, -0.356757, -0.594010)  -0.050
C (1.071284, 0.329968, -0.244901)  -0.141
C (2.284784, -0.467189, 0.082967)  -0.616
C (0.549332, 1.523459, 0.349830)  -0.063
N (-0.779752, 1.470875, 0.456591)  -0.259
H (-2.708986, -0.485935, -1.101620)  0.207
H (-3.096023, 0.333921, 0.460034)  0.231
H (-2.324240, -1.283424, 0.454943)  0.202
H (-0.074529, -1.345333, -1.028612)  0.209
H (3.203252, 0.098229, 0.044711)  0.216
H (2.335891, -1.381878, -0.531473)  0.212
H (2.071052, -0.829441, 1.098661)  0.215
H (1.048629, 2.418793, 0.723121)  0.208

Forces on the atoms, in the same order (eV/Å):
C -0.046 0.259 0.006
N -0.024 -0.076 -0.534
C 0.373 -0.255 0.358
C -0.506 0.558 0.399
C 0.018 -0.250 -0.049
C -0.027 -0.194 0.207
N 0.174 -0.236 -0.332
H -0.439 -0.072 0.116
H -0.127 -0.029 -0.097
H -0.211 0.212 -0.083
H -0.416 0.009 0.105
H 0.395 -0.070 0.054
H 0.200 0.515 0.000
H 0.655 0.119 -0.078
H -0.020 -0.488 -0.073

This record from the OMol25 dataset describes C5H8N2 in the gas phase. The level of theory is the ωB97M-V functional and the def2-TZVPD basis.

Each line ends with the natural charge from an NBO analysis.
Element x y z (Å)
C (-1.205196, -0.445247, 0.855731)  -0.389
C (-0.969645, 0.993181, -1.037185)  -0.401
C (-0.026479, 1.710473, -0.166121)  -0.247
N (-0.148510, 0.243112, 0.072589)  -0.287
C (1.137287, -0.440667, -0.211001)  -0.319
C (1.077644, -1.892945, -0.051794)  0.257
N (1.066134, -3.038726, 0.098154)  -0.280
H (-1.776871, 0.282185, 1.430198)  0.228
H (-0.768088, -1.209073, 1.496493)  0.198
H (-1.909574, -0.903478, 0.153333)  0.234
H (-0.489561, 0.668057, -1.964083)  0.133
H (0.987444, 1.958628, -0.501439)  0.176
H (-0.347165, 2.361005, 0.649404)  0.196
H (1.413264, -0.210491, -1.245505)  0.256
H (1.959309, -0.076011, 0.421222)  0.246

Forces on the atoms, in the same order (eV/Å):
C 0.141 -0.084 0.366
C 0.255 0.037 -0.549
C 0.042 0.151 0.181
N -0.372 -0.279 -0.317
C -0.082 -0.006 -0.150
C -0.092 -1.135 0.090
N 0.000 1.096 -0.163
H 0.256 0.019 0.017
H 0.036 0.092 0.272
H 0.370 0.038 0.191
H 0.135 0.357 -0.218
H -0.050 -0.040 0.209
H -0.186 -0.207 -0.096
H -0.080 -0.048 0.093
H -0.373 0.009 0.072

This record from the OMol25 dataset describes C5H8N2 in the gas phase. The level of theory is the ωB97M-V functional and the def2-TZVPD basis.

Each line ends with the natural charge from an NBO analysis.
Element x y z (Å)
C (-1.322440, -1.181440, 0.530570)  -0.406
N (-0.113757, -0.529615, 0.088813)  -0.356
C (1.169559, -1.034077, 0.222181)  -0.101
C (2.050691, -0.062334, -0.160321)  -0.278
C (1.287523, 1.083771, -0.535360)  -0.377
C (-0.036778, 0.761344, -0.359621)  0.321
N (-1.203089, 1.499995, -0.620848)  -0.819
H (-2.164169, -0.891876, -0.106554)  0.206
H (-1.192805, -2.262653, 0.457780)  0.218
H (-1.564022, -0.931433, 1.571981)  0.196
H (1.327173, -2.048584, 0.556764)  0.207
H (3.129451, -0.152786, -0.182683)  0.220
H (1.667406, 2.026817, -0.902416)  0.217
H (-1.990041, 1.230592, -0.047169)  0.368
H (-1.044701, 2.492284, -0.513120)  0.383

Forces on the atoms, in the same order (eV/Å):
C -0.101 -0.084 0.051
N 0.071 0.136 -0.044
C 0.044 -0.013 -0.025
C -0.071 -0.049 0.007
C -0.002 0.108 -0.014
C 0.114 -0.101 0.096
N 0.035 0.045 0.049
H 0.148 -0.138 0.059
H -0.042 0.118 -0.010
H 0.032 -0.016 -0.144
H -0.032 0.117 -0.007
H -0.211 -0.009 -0.006
H -0.064 -0.100 0.036
H 0.072 0.046 0.033
H 0.008 -0.060 -0.080

This record from the OMol25 dataset describes C5H8N2 in the gas phase. The level of theory is the ωB97M-V functional and the def2-TZVPD basis.

Each line ends with the natural charge from an NBO analysis.
Element x y z (Å)
C (-0.984768, -1.702870, 0.110108)  -0.459
N (0.188529, -1.874166, 0.943073)  -0.363
C (1.226745, -1.167753, 0.768971)  0.073
C (1.508296, -0.116171, -0.245053)  -0.173
C (0.800494, 1.009334, -0.414721)  -0.324
C (-0.375776, 1.294591, 0.426538)  0.065
N (-1.121638, 2.239430, -0.102130)  -0.733
H (-0.792763, -1.236611, -0.866207)  0.176
H (-1.446341, -2.683471, -0.043033)  0.200
H (-1.695733, -1.065728, 0.647028)  0.225
H (2.071512, -1.380392, 1.434622)  0.179
H (2.396980, -0.288369, -0.855016)  0.213
H (1.122220, 1.717204, -1.192571)  0.179
H (-1.962117, 2.536237, 0.375083)  0.391
H (-0.935642, 2.718740, -0.986689)  0.351

Forces on the atoms, in the same order (eV/Å):
C -0.114 -0.012 -0.103
N 0.293 0.230 -0.090
C -0.157 -0.152 0.112
C -0.139 0.170 -0.054
C 0.080 -0.217 0.056
C -0.004 0.263 -0.260
N -0.025 -0.064 0.111
H 0.009 -0.067 0.137
H 0.068 0.147 0.038
H 0.083 -0.134 -0.063
H -0.090 0.007 -0.100
H -0.142 0.034 0.072
H -0.069 -0.072 0.122
H 0.137 -0.033 -0.062
H 0.069 -0.101 0.084

Quick rundown of Kohn-Sham gap, same order as above: 9.42; 10.47; 9.76; 7.92; 9.61; 8.23; 8.19; 8.68 eV
Quick rundown of HOMO, same order as above: -8.815; -9.422; -8.860; -7.655; -8.629; -7.626; -7.286; -8.354 eV